# 1
This record from the OMol25 dataset describes 8 unconnected molecules or ions with the total composition C28H55NO18S3 in a non-equilibrium geometry. The level of theory is ωB97M-V with the def2-TZVPD basis set.

Each line ends with the Löwdin charge.
Geometry (Å):
O 11.264 15.116 8.213  -0.2807
S 10.547 16.249 8.710  0.5865
O 9.183 16.393 8.402  -0.2527
O 10.779 16.331 10.359  -0.3001
C 9.651 16.760 11.196  -0.2121
C 9.322 18.254 10.942  -0.0558
C 11.505 17.700 8.267  -0.0996
H 9.971 16.610 12.256  0.1383
H 8.873 16.093 10.927  0.0687
H 8.831 18.396 10.010  0.0534
H 10.302 18.748 10.910  0.0713
H 8.732 18.763 11.710  0.0823
H 12.494 17.476 8.626  0.0331
H 11.002 18.640 8.511  0.0700
H 11.596 17.590 7.129  0.1004
O 12.612 20.916 10.017  -0.2955
S 13.669 21.495 10.815  0.5325
O 13.891 20.857 12.088  -0.2851
O 15.030 21.498 10.051  -0.2494
C 15.588 20.194 9.735  -0.2429
C 16.705 19.871 10.652  -0.0712
C 13.386 23.192 11.017  -0.1365
H 16.030 20.291 8.742  0.1265
H 14.854 19.402 9.619  0.1183
H 17.593 20.493 10.634  0.0874
H 17.006 18.909 10.316  0.0435
H 16.379 19.732 11.703  0.0933
H 13.388 23.730 10.017  0.1057
H 14.181 23.538 11.713  0.0865
H 12.423 23.191 11.561  0.0853
O 7.045 9.213 11.402  -0.2820
S 7.528 10.156 10.442  0.5969
O 6.671 11.201 9.981  -0.2815
O 8.748 10.893 11.208  -0.2619
C 9.255 12.104 10.492  -0.2383
C 8.597 13.416 10.821  -0.0630
C 8.337 9.246 9.107  -0.0889
H 9.165 12.007 9.384  0.1183
H 10.289 12.114 10.806  0.1070
H 8.836 13.645 11.869  0.0956
H 7.503 13.346 10.694  0.0885
H 9.010 14.092 10.106  0.0460
H 8.369 8.204 9.377  0.0659
H 9.347 9.542 9.056  0.0355
H 7.859 9.411 8.148  0.0735
O 16.013 13.002 9.156  0.1396
C 16.559 13.847 9.754  -0.4649
O 16.785 13.784 11.119  -0.0178
C 17.326 14.991 11.654  -0.1305
C 17.797 15.801 10.425  -0.1476
C 17.206 15.117 9.254  -0.0870
H 18.218 14.721 12.247  0.1286
H 16.587 15.578 12.248  0.1324
H 18.893 15.770 10.414  0.1183
H 17.492 16.840 10.521  0.0889
H 17.885 14.829 8.477  0.1216
H 16.474 15.736 8.705  0.1311
O 15.309 11.075 13.721  0.1529
C 15.376 10.815 12.589  -0.5023
O 14.216 10.517 11.902  -0.0127
C 14.512 10.414 10.435  -0.1010
C 15.958 9.977 10.423  -0.1348
C 16.521 10.630 11.665  -0.0775
H 14.217 11.340 9.965  0.0897
H 13.868 9.703 9.995  0.0982
H 16.529 10.278 9.531  0.1247
H 15.968 8.916 10.525  0.1085
H 16.769 11.663 11.442  0.0996
H 17.403 10.184 12.144  0.1407
O 12.243 9.899 7.869  0.1077
C 12.455 10.880 7.231  -0.4561
O 13.643 11.103 6.591  -0.0077
C 13.680 12.362 5.915  -0.1486
C 12.288 12.983 6.041  -0.1639
C 11.570 12.176 7.086  -0.0784
H 13.897 12.040 4.871  0.1325
H 14.500 12.889 6.471  0.1336
H 11.798 12.784 5.084  0.1133
H 12.280 14.077 6.221  0.1096
H 10.556 11.823 6.769  0.1368
H 11.563 12.600 8.083  0.0889
O 12.643 14.275 14.287  0.1059
C 12.479 13.102 14.398  -0.4955
O 11.822 12.400 13.422  0.0144
C 11.745 11.003 13.885  -0.1231
C 12.061 10.964 15.419  -0.1354
C 12.804 12.281 15.575  -0.1016
H 12.586 10.397 13.458  0.1097
H 10.750 10.645 13.627  0.1187
H 12.631 10.026 15.631  0.1255
H 11.104 10.989 16.013  0.1224
H 13.881 12.102 15.538  0.1184
H 12.613 12.877 16.510  0.1480
C 13.370 13.985 10.343  0.0064
C 13.598 15.440 10.645  -0.5635
O 14.076 16.226 9.809  -0.0054
N 13.380 15.831 11.908  0.0442
C 13.268 17.273 12.274  -0.0286
H 13.781 13.822 9.325  0.0786
H 12.220 13.970 10.382  0.1054
H 13.926 13.287 10.997  0.0839
H 13.005 15.204 12.572  0.0643
H 12.548 17.723 11.627  0.0495
H 14.216 17.847 12.154  0.0775
H 12.951 17.304 13.339  0.1004

Its spin multiplicity is 1. For the LUMO energy, the calculation gives 0.32 eV. Its structure (SMILES) is CCOS(C)(=O)=O.CCOS(C)(=O)=O.CCOS(C)(=O)=O.O=C1CCCO1.O=C1CCCO1.O=C1CCCO1.O=C1CCCO1.CNC(C)=O. For the HOMO energy, the calculation gives -9.3 eV.


# 2
This record from the OMol25 dataset describes a molecular structure, C18H48O6 in a non-equilibrium geometry. The level of theory is ωB97M-V with the def2-TZVPD basis set.

Each line ends with the Löwdin charge.
Geometry (Å):
C 2.587 -1.278 -2.611  -0.0736
C 2.805 -0.250 -1.452  -0.4271
C 1.955 1.056 -1.658  -0.0257
O 2.516 -0.888 -0.154  -0.1249
H 3.300 -2.047 -2.691  0.0289
H 2.736 -0.718 -3.579  0.0885
H 1.567 -1.957 -2.440  0.1409
H 3.887 0.214 -1.685  0.1639
H 0.891 0.610 -1.683  0.1045
H 1.983 1.472 -2.537  0.0152
H 2.073 1.748 -0.893  0.0715
H 3.259 -1.633 0.083  0.1849
C -0.956 -1.527 0.959  0.0124
C -0.581 -0.765 -0.229  -0.4304
C -1.646 -0.774 -1.331  -0.0509
O -0.271 0.493 0.234  -0.1273
H -0.937 -2.575 0.815  0.1271
H -1.869 -1.224 1.033  0.0231
H -0.269 -1.179 1.699  0.0586
H 0.414 -1.112 -0.619  0.1285
H -2.379 0.051 -1.111  -0.0786
H -1.914 -1.669 -1.499  0.0574
H -1.261 -0.422 -2.126  0.0410
H 0.704 0.688 0.048  0.0904
C 0.595 1.895 2.683  -0.0140
C -0.204 0.690 3.254  -0.3397
C 0.600 -0.635 3.343  -0.1477
O -0.671 1.081 4.600  -0.0574
H 0.162 2.709 2.975  0.0166
H 0.489 1.824 1.583  0.0622
H 1.629 1.925 2.926  0.0752
H -1.004 0.813 2.584  0.1032
H 1.217 -0.967 2.577  0.0657
H -0.102 -1.433 3.204  0.0917
H 1.337 -0.691 4.167  0.1286
H -0.873 0.166 4.913  0.0902
C 3.121 -2.198 5.493  -0.0308
C 2.243 -3.088 4.815  -0.5491
C 1.700 -2.548 3.571  -0.1213
O 2.833 -4.251 4.414  0.0199
H 3.517 -2.650 6.219  0.0066
H 2.615 -1.393 6.109  0.1338
H 3.790 -1.891 4.700  0.1151
H 1.427 -3.364 5.467  0.1540
H 1.009 -1.816 3.881  -0.0479
H 1.016 -3.218 3.142  0.1092
H 2.295 -2.314 2.814  0.0686
H 2.839 -4.901 5.064  0.0657
C -0.193 1.758 -5.649  -0.1193
C -1.523 2.306 -5.461  -0.4797
C -2.477 1.136 -4.955  -0.0385
O -1.470 3.228 -4.298  -0.0890
H 0.584 2.672 -5.866  0.1168
H -0.062 1.072 -6.640  0.1336
H 0.344 1.366 -4.717  0.0898
H -1.951 2.961 -6.234  0.1379
H -2.739 0.392 -5.943  0.1496
H -3.438 1.364 -4.481  0.0635
H -2.016 0.616 -4.251  -0.0165
H -0.765 3.750 -4.714  0.0623
C -3.859 1.220 -1.461  -0.0210
C -2.581 1.078 -0.681  -0.4529
C -2.155 2.584 -0.186  0.0474
O -2.831 0.189 0.432  -0.0322
H -3.956 0.435 -1.976  0.0036
H -4.154 2.115 -1.958  0.0978
H -4.771 0.813 -1.054  0.1032
H -1.927 0.680 -1.526  0.1182
H -2.944 2.969 0.520  0.1065
H -2.073 3.187 -0.892  -0.0291
H -1.196 2.432 0.301  0.0523
H -2.023 -0.383 0.651  -0.0007

Its spin multiplicity is 1. The value obtained for the energy above the lowest of the compared OMol25 structures with the same formula, charge and spin is 2371.1 kJ/mol. For the LUMO energy, the calculation gives 0.35 eV. For the HOMO energy, the calculation gives -7.7 eV.


Among the records above, which one has the highest LUMO energy? C18H48O6


Look up the LUMO energy of the second one. 0.35 eV